Entry 1:
Here is a structure of composition C27H27AsF3Ge2NO6PtS2 from the OMol25 dataset. Energies are from wB97M-V/def2-TZVPD.

Output
**Orbital gap (spin up / spin down)**: 0.244 / 0.246 hartree
**E_tot**: -9156.24048 a.u.
**2S+1**: 4
**Net charge**: -1
**Expectation value of S²**: 3.7611

Atoms and positions in Å:
Pt: 0.11791 -0.04620 0.24964
F: 2.07692 -1.59798 4.98156
C: 2.97293 -2.14571 4.14774
F: 3.52253 -3.18890 4.81454
F: 3.95885 -1.24403 3.98332
C: 2.37789 -2.58485 2.84688
C: 2.69894 -3.82159 2.31702
C: 2.18677 -4.20551 1.09085
C: 1.33695 -3.32857 0.43696
N: 1.01544 -2.14525 0.94133
C: 1.54819 -1.72455 2.10893
S: 1.12227 -0.09545 2.47826
H: 3.35334 -4.48239 2.86864
H: 2.43005 -5.16360 0.65529
H: 0.88103 -3.57418 -0.51513
O: -0.19151 4.10902 2.16620
As: -0.01009 3.23279 0.62072
O: -0.56866 4.25035 -0.50774
O: -0.81306 1.78898 0.94251
C: 1.92121 2.88522 0.68544
C: 2.59228 3.45460 1.76737
C: 3.94425 3.23206 1.98201
C: 4.66115 2.42945 1.10705
C: 4.00865 1.86499 0.02386
C: 2.65635 2.08727 -0.18535
S: 1.94031 1.20291 -1.57252
O: 1.88552 -0.22668 -1.09953
O: 2.81474 1.35841 -2.69907
O: 0.57989 1.69604 -1.66676
H: -0.67870 4.90896 1.93903
H: 2.03968 4.06915 2.46323
H: 4.42859 3.68158 2.83949
H: 5.71511 2.23978 1.26408
H: 4.54643 1.23838 -0.67660
C: -4.81987 -1.92832 2.59887
Ge: -3.01781 -1.09120 2.61047
C: -3.18117 0.78594 3.14810
C: -1.91394 -2.03936 3.94178
Ge: -2.16240 -1.17229 0.34889
C: -3.43164 -0.26780 -0.85038
C: -3.22787 1.04315 -1.27640
C: -4.14835 1.66366 -2.11030
C: -5.28333 0.98451 -2.52945
C: -5.49817 -0.32298 -2.11225
C: -4.57674 -0.94202 -1.27969
C: -1.95237 -3.00639 -0.34017
C: -1.68825 -3.21140 -1.69496
C: -1.40047 -4.47674 -2.18492
C: -1.37374 -5.56956 -1.32584
C: -1.64582 -5.38587 0.02258
C: -1.93148 -4.11540 0.50492
H: -5.24721 -1.92739 3.60414
H: -4.76958 -2.96143 2.25111
H: -5.49380 -1.37935 1.94027
H: -3.43511 0.84694 4.20816
H: -3.96507 1.27838 2.57149
H: -2.24602 1.31450 2.96420
H: -2.37664 -1.91684 4.92369
H: -0.91035 -1.61551 3.97796
H: -1.83651 -3.10821 3.73574
H: -2.34683 1.58702 -0.95342
H: -3.96725 2.68162 -2.43217
H: -5.99777 1.47065 -3.18285
H: -6.38104 -0.86143 -2.43657
H: -4.75143 -1.96740 -0.96783
H: -1.69282 -2.36474 -2.37377
H: -1.18971 -4.60977 -3.23919
H: -1.14390 -6.55694 -1.70706
H: -1.62987 -6.22980 0.70210
H: -2.12755 -3.98833 1.56575



Entry 2:
Here is a structure of composition C6H8LiNiO6 from the OMol25 dataset. Energies are from wB97M-V/def2-TZVPD.

Output
**Orbital gap (spin up / spin down)**: 0.286 / 0.242 hartree
**E_tot**: -2200.36182 a.u.
**2S+1**: 3
**Net charge**: +1
**Expectation value of S²**: 2.0111

Atoms and positions in Å:
O: -1.38258 -0.90344 1.49990
C: 1.68834 -0.14497 0.78566
C: -0.73550 -2.07464 1.91303
O: 1.21080 0.69939 1.56906
O: 1.51654 -1.45283 1.12821
C: 0.72720 -1.84453 2.26040
H: -0.78311 -2.85766 1.13496
H: -1.22205 -2.50049 2.80901
H: 1.16544 -2.78363 2.62150
H: 0.81978 -1.09226 3.05857
Li: -0.60144 0.70951 2.08864
O: -0.56288 1.82127 -2.00853
C: -0.47807 1.41716 -0.76289
C: 0.64134 1.45963 -2.73495
O: -1.42968 1.55219 0.00843
O: 0.32722 0.09144 -0.95758
C: 1.01107 0.06223 -2.21775
H: 1.41167 2.19484 -2.48092
H: 0.38993 1.45381 -3.79874
H: 2.08114 -0.05248 -2.02667
H: 0.64067 -0.77226 -2.81793
Ni: -1.95435 -0.43008 -0.15921



Entry 3:
Here is an isolated molecule of C3H10N2O2 from the OMol25 dataset. Energies are from wB97M-V/def2-TZVPD.

Output
**Orbital gap**: 0.369 hartree
**E_tot**: -380.19369 a.u.
**SMILES**: CN(O)C[C@@H](N)O

Atoms and positions in Å:
C: -0.82450 0.10831 -1.02351
C: 0.07782 0.67918 0.31359
C: 0.95710 -1.45699 0.96324
N: 0.06392 -0.35491 1.25367
N: -1.35965 1.24936 -1.68025
O: 0.77175 0.47550 2.47388
O: -0.04176 -0.71067 -1.83731
H: 0.08164 0.53768 3.14701
H: 0.73616 -0.22478 -2.14066
H: -1.62900 -0.51711 -0.63698
H: -0.65352 1.87657 -2.04805
H: -2.27692 1.08528 -2.07345
H: 1.07014 0.95926 -0.07215
H: -0.48314 1.54255 0.66776
H: 0.52634 -2.03900 0.14837
H: 1.96711 -1.12547 0.69441
H: 1.01651 -2.08476 1.85042



Entry 4:
Here is a structure of composition C12H33F2N4O9S2V from the OMol25 dataset. Energies are from wB97M-V/def2-TZVPD.

Output
**Orbital gap**: 0.267 hartree
**E_tot**: -3313.11943 a.u.

Atoms and positions in Å:
O: -6.43182 -17.73535 -6.92046
V: -7.63772 -16.74167 -6.48404
O: -9.09975 -17.21697 -7.02813
N: -7.64330 -17.05730 -4.43920
S: -7.41842 -18.45605 -3.44623
O: -8.72835 -19.10228 -3.05807
O: -6.17469 -18.62389 -2.68578
F: -7.11178 -19.41172 -4.64852
S: -7.66021 -16.16560 -3.16086
O: -6.32040 -15.86041 -2.69261
O: -8.79864 -16.25755 -2.23003
F: -7.97696 -14.80232 -3.91292
C: -12.84419 -14.00561 -9.26547
C: -12.83048 -15.44419 -8.73626
C: -11.72776 -16.26949 -9.65266
O: -11.70154 -17.69145 -9.36606
C: -10.96580 -18.40884 -10.33010
N: -12.36006 -15.23328 -7.42976
H: -11.86276 -13.54191 -9.36484
H: -13.49189 -13.33176 -8.70465
H: -13.29800 -14.12663 -10.24909
H: -13.78560 -15.96493 -8.66780
H: -10.77039 -15.77325 -9.81165
H: -12.07237 -16.26776 -10.68674
H: -11.18435 -18.11925 -11.35795
H: -11.10577 -19.48766 -10.26194
H: -9.91064 -18.19416 -10.16083
H: -12.90067 -15.64902 -6.68479
H: -11.43917 -15.64401 -7.48764
C: -7.61804 -12.53063 -7.81195
C: -7.69752 -14.08855 -7.69953
C: -7.17414 -14.73794 -9.00322
O: -7.25128 -16.17998 -8.82942
C: -6.82842 -16.97511 -9.95573
N: -6.95371 -14.57021 -6.55604
H: -8.23648 -11.98572 -7.09870
H: -8.06679 -12.13408 -8.72271
H: -6.62675 -12.10869 -7.64636
H: -8.75618 -14.26666 -7.51078
H: -6.12995 -14.47889 -9.17828
H: -7.71087 -14.44446 -9.90538
H: -6.92525 -18.03631 -9.72646
H: -5.80289 -16.80873 -10.28542
H: -7.36959 -16.76431 -10.87812
H: -5.97319 -14.33828 -6.62599
H: -7.22587 -13.85488 -5.89701
C: -2.22065 -14.62079 -8.52111
C: -1.51188 -14.65377 -7.15322
C: -2.45380 -14.84527 -5.92141
O: -3.17536 -16.08497 -5.98934
C: -3.96666 -16.42147 -4.84515
N: -0.45927 -15.73566 -7.19499
H: -1.64026 -14.99716 -9.36348
H: -2.28290 -13.58532 -8.85583
H: -3.22576 -15.03875 -8.57743
H: -0.98362 -13.72901 -6.92117
H: -3.23742 -14.08842 -5.88667
H: -1.84259 -14.75852 -5.02309
H: -4.27184 -17.42025 -5.15724
H: -4.86364 -15.81234 -4.73330
H: -3.35194 -16.40570 -3.94517
H: -0.92711 -16.63074 -7.20361
H: -0.01334 -15.69858 -6.28952



Energy above the lowest of the compared OMol25 structures with the same formula, charge and spin values, unit kcal per mole, following the record order: 22.59; 55.20; 89.72; 0.00.